No. 1
# C54H56AuF3N3Sb

A structure of composition C54H56AuF3N3Sb (the ωB97M-V functional and the def2-TZVPD basis, the OMol25 dataset).

```
118
Properties=species:S:1:pos:R:3:forces:R:3:mulliken_spin:R:1
H -4.00504 -5.11544 2.05073 0.03 0.04 -0.04 0.000
H 0.79703 2.86200 1.14589 -0.15 -0.19 0.10 -0.006
C -2.75684 3.78335 -0.24640 -0.04 0.03 -0.01 0.002
H -4.02222 -0.77962 -1.11592 -0.02 0.02 0.01 -0.001
C -3.40341 -4.42891 1.46715 -0.04 -0.02 0.04 0.023
C -4.31701 -0.46606 -0.11173 0.05 0.04 0.01 0.008
C 3.03579 -2.45358 0.99199 0.00 -0.04 -0.13 0.016
H 3.22881 -1.99207 1.95912 -0.07 -0.08 0.01 -0.009
C 4.00593 -1.90668 -0.05304 -0.21 -0.05 -0.11 -0.013
H -1.80804 2.70032 1.34999 -0.01 -0.01 -0.01 0.001
H -5.21102 -1.02694 0.16801 0.00 0.01 -0.04 0.002
C 0.59925 -4.56249 -1.51763 -0.08 -0.05 0.13 -0.002
H 0.76052 -3.64299 -2.06871 0.03 0.15 -0.13 0.000
H 3.18527 -3.52724 1.11171 -0.09 -0.04 -0.02 0.001
C 2.29123 0.76538 4.08226 -0.20 -0.09 -0.22 -0.001
C -1.06000 -0.61117 5.78575 -0.05 0.09 0.02 0.003
H 3.10959 3.28145 6.21919 0.02 -0.02 -0.05 0.000
H -0.83589 -5.89570 -0.82530 -0.02 -0.02 0.06 0.000
C 3.21801 2.44082 5.54551 -0.05 0.06 0.04 0.000
C -2.37742 2.84041 -2.40609 0.01 -0.04 0.00 0.005
C 4.07939 -0.38182 -0.02060 -0.32 0.00 0.00 0.095
C -1.64092 1.84561 -1.79053 -0.18 -0.04 0.06 -0.002
H 2.18924 3.79095 1.70314 -0.03 0.00 -0.02 -0.001
N -1.43270 1.80666 -0.47004 0.06 -0.13 0.05 0.002
C -3.20027 -0.72234 0.90658 0.03 -0.04 0.06 -0.010
F 1.19389 -6.16743 4.76335 0.00 -0.02 0.01 0.000
H 5.66960 0.43937 4.32462 -0.08 0.02 -0.01 0.001
C -2.79574 -2.18162 0.85850 0.20 0.12 -0.31 0.004
C 0.90822 -2.22494 3.73592 -0.09 0.17 -0.24 -0.007
C 4.53159 2.35058 0.31479 0.14 0.03 0.13 -0.033
H 2.08423 2.73707 -2.49114 -0.08 0.09 0.06 -0.002
C 3.25414 1.95309 -0.05744 -0.27 -0.19 -0.22 0.073
H -1.20759 -5.77286 -3.20044 -0.02 0.05 0.02 0.000
C -1.92010 -0.26878 6.82019 0.01 -0.07 0.05 0.001
H -1.22295 -2.30067 -2.49049 0.06 -0.14 -0.08 0.013
H -2.93556 -0.61390 3.07247 0.02 0.02 0.04 0.001
H 3.70877 -0.58927 3.18622 0.06 0.09 0.11 -0.003
C -1.48481 1.51707 4.73163 0.00 -0.07 -0.02 0.003
C -0.60309 -1.70167 -1.82783 -0.50 -0.39 0.02 -0.020
H 4.72667 3.41079 0.43213 -0.04 -0.06 -0.02 0.001
H 1.03204 -5.36787 -2.11409 0.00 0.04 0.03 0.000
C -1.99246 2.75985 0.28345 0.11 -0.05 0.02 0.001
C -1.67569 -5.03203 -2.54915 0.07 -0.03 0.13 0.004
H -4.62354 -0.55958 2.55413 0.03 0.00 0.00 0.001
C -1.77663 -2.67656 -0.00543 -0.65 -0.51 0.20 0.011
H 3.39123 0.79794 -2.50754 -0.01 -0.03 -0.06 0.011
H 1.13533 2.26690 5.11343 0.01 -0.02 0.06 0.000
C 5.33388 0.11222 0.30320 0.09 0.00 0.07 -0.031
N -0.87070 -1.73882 -0.58815 0.46 0.64 0.17 0.081
H -0.44327 -1.69548 -4.32435 0.07 0.02 0.02 0.009
H 0.98558 3.94731 -1.83392 -0.01 -0.04 0.02 0.000
F 5.52997 2.45240 5.90807 0.03 0.02 0.02 0.000
N 1.76224 0.05407 -0.69772 -0.24 0.02 0.13 0.681
C 1.47390 2.99375 -1.62160 0.10 0.08 0.03 0.003
H 1.14856 -4.50745 -0.58198 0.18 0.09 0.12 0.000
C 5.57064 1.46000 0.48697 0.00 0.06 0.06 0.063
H -0.51517 -5.24810 3.07591 0.04 0.05 -0.01 0.000
H 2.51461 -1.90974 5.13965 0.01 -0.01 0.03 0.000
H -0.68524 -2.85323 2.42110 0.00 -0.08 0.07 0.016
C 3.00663 0.55100 -0.22017 0.66 0.22 0.15 -0.035
H -2.69246 -5.36111 -2.33365 0.01 0.00 -0.04 0.000
H -4.37514 -2.67597 2.20664 0.09 -0.03 -0.03 0.001
H 1.00065 4.52906 0.61074 0.03 -0.03 0.03 0.001
H -2.35992 -0.11092 0.58642 0.20 0.10 -0.04 0.025
H 2.67695 -4.31225 5.75390 -0.03 0.01 -0.05 0.000
H 1.23648 -0.76921 -5.84856 -0.02 -0.01 0.02 -0.007
C 1.85460 -2.63009 4.67292 -0.05 -0.02 -0.03 0.002
C 2.43770 0.07414 -4.26578 -0.11 -0.10 -0.26 -0.046
H -3.19374 4.52668 0.40705 0.04 -0.02 -0.02 0.000
C -2.53657 0.96812 6.79334 0.01 -0.01 -0.05 0.001
C 4.66689 0.82458 4.47038 0.14 -0.07 -0.07 0.000
C -1.66345 -4.08341 -0.21247 0.19 0.23 -0.05 0.026
C 2.33607 3.13851 -0.36917 -0.24 -0.10 0.05 -0.008
H -0.57613 -1.57882 5.80326 0.02 -0.01 0.00 0.001
H 6.55853 1.81696 0.75097 -0.04 -0.03 -0.02 -0.003
C 0.14399 -4.50132 3.50161 -0.06 -0.06 -0.02 -0.002
H -2.11596 -0.94448 7.64389 0.03 0.04 -0.05 0.000
C -2.94474 3.83141 -1.61896 0.00 0.00 -0.03 0.000
H 0.69694 2.24397 -1.50733 0.11 0.07 -0.01 0.007
C 3.56527 0.25621 3.84973 0.05 0.10 -0.05 -0.002
H 1.99053 -2.27835 0.72876 -0.06 0.00 -0.03 -0.014
Sb 0.59414 -0.18851 3.23867 0.04 -0.06 0.13 -0.029
H -1.32817 2.21261 3.91270 -0.01 0.02 0.04 -0.002
H -4.57650 0.59592 -0.13772 0.01 -0.05 -0.01 0.001
H 4.41553 -2.03125 -2.19540 0.00 -0.04 0.02 0.000
H 4.99383 -2.22088 0.28272 0.05 0.03 -0.02 0.001
F -3.35082 1.30632 7.79370 -0.01 -0.02 -0.02 0.000
C 1.33797 -0.61939 -4.78205 0.26 0.18 -0.02 0.185
C -3.58732 -3.06357 1.57154 -0.04 -0.10 0.07 -0.001
H -3.60239 0.84907 2.33426 -0.03 -0.01 0.02 -0.002
C 0.05538 -3.16250 3.15440 0.07 0.04 -0.06 -0.015
H 3.19797 0.46564 -4.93035 -0.04 -0.01 0.04 0.007
H 2.78826 -2.57457 -1.75530 -0.14 0.04 -0.04 -0.008
C 0.38556 -1.12891 -3.91283 -0.21 -0.09 0.18 -0.035
C 1.53251 3.60561 0.85113 0.08 -0.09 -0.11 0.011
C -3.61043 -0.24283 2.30090 0.00 0.03 -0.09 0.011
H -2.37382 -5.98130 0.45030 0.00 0.06 -0.01 0.001
C 0.44633 -0.96936 -2.53062 0.25 0.20 -0.23 0.066
C -2.47277 -4.90803 0.57062 -0.06 -0.09 0.07 -0.011
C -2.34483 1.86816 5.75949 -0.04 0.08 -0.03 0.000
C 2.55020 0.25658 -2.91727 0.09 -0.20 0.12 0.212
Au -0.02346 0.08311 0.58337 0.21 -0.25 0.59 0.581
H 6.15095 -0.59183 0.41760 -0.07 0.06 0.03 0.002
C 2.12186 1.86191 4.92423 0.04 -0.03 -0.02 0.002
H -1.19917 1.04638 -2.37509 0.01 0.07 0.00 0.016
H 4.17574 -3.58426 -1.39708 -0.04 0.01 -0.01 0.000
H -2.49833 2.83588 -3.48074 -0.03 -0.01 0.02 0.000
C 1.57254 -0.23712 -1.99133 0.11 0.04 -0.04 0.033
C -0.83070 0.28597 4.74653 0.05 0.10 -0.38 0.007
C 3.82740 -2.55109 -1.43643 0.03 0.12 0.12 0.021
H -3.52344 4.62608 -2.07145 -0.01 -0.01 0.03 0.000
C -0.86388 -4.89172 -1.24780 -0.04 0.18 -0.20 0.000
C 4.47158 1.90750 5.30821 -0.08 -0.04 -0.04 0.001
C 1.95526 -3.96977 5.02260 0.07 0.03 0.07 0.000
H 3.02456 3.95628 -0.57943 0.07 0.00 -0.07 0.001
C 1.09900 -4.87944 4.42897 -0.01 0.09 -0.02 0.001
H -2.86887 2.81560 5.77296 0.05 -0.03 0.01 0.000
H -1.74536 -4.09591 -3.10630 0.01 0.00 -0.03 -0.001
```
Positions in Å, forces in eV/Å.

Frontier orbital gap (spin up / spin down), eV: 7.754 / 4.834
HOMO energy (spin up / spin down), eV: -13.4 / -13.3
Lowest unoccupied orbital energy (spin up / spin down), eV: -5.681 / -8.478
Multiplicity: 3
Charge: +2


No. 2
# C54H56BaGeN3O3P2S5

A structure of composition C54H56BaGeN3O3P2S5 at a distorted geometry (the ωB97M-V functional and the def2-TZVPD basis, the OMol25 dataset).

```
125
Properties=species:S:1:pos:R:3:forces:R:3:mulliken_spin:R:1
C -6.20525 -2.34854 -2.56329 0.11 0.00 0.05 0.000
O -0.73243 -4.20332 -7.21232 0.00 0.02 0.01 0.042
C -0.10520 -1.55699 -4.54006 0.24 -0.52 0.57 0.134
C -5.06485 -1.06208 3.50595 0.07 0.01 -0.07 0.000
C 5.16249 5.06122 -2.02458 -0.08 -0.02 0.01 0.000
C -4.23629 0.01301 1.10184 0.00 -0.06 0.09 0.003
C 3.40310 -0.04843 -2.43114 0.04 -0.12 0.13 0.003
H 2.83684 3.87867 3.66567 0.00 -0.05 -0.02 0.000
C -0.44978 -3.54505 -6.25489 0.01 -0.01 0.00 0.015
C 4.54960 2.79015 -1.49765 0.06 0.04 -0.01 0.000
H -3.93830 0.44045 0.14643 -0.01 -0.01 0.00 -0.001
H 1.82968 4.60571 -2.37301 0.02 -0.02 0.01 0.001
H -1.36587 4.19042 4.96390 0.01 0.00 -0.01 0.000
H -0.48275 7.08386 1.92608 0.01 -0.01 0.02 0.000
H 1.75490 2.13816 2.08599 -0.04 -0.04 0.04 0.000
C 2.81249 3.93044 1.50389 0.06 0.00 0.04 0.000
C -3.54547 -3.09456 -2.64070 -0.08 0.05 0.01 -0.020
C -1.42125 2.94741 -0.86522 0.09 0.07 0.19 0.000
H -1.07556 2.37262 3.30564 0.01 0.01 -0.01 0.000
H 3.90219 -2.18016 0.74251 -0.04 0.00 -0.03 0.000
O -3.00813 0.22203 -2.55114 0.23 0.11 0.21 -0.019
C -5.68231 -2.89352 -3.72946 0.01 0.01 0.07 0.000
C 2.88346 -4.95613 1.04594 0.09 -0.02 -0.10 0.002
C -3.27795 -5.22205 0.27868 0.08 0.03 0.09 -0.001
H -3.92694 -3.70459 -4.66840 0.00 0.01 0.02 0.000
C -3.38405 3.84305 -2.64685 0.00 -0.01 0.03 -0.003
C -2.42176 -6.65451 2.02293 -0.02 0.04 -0.03 0.000
H -4.14234 4.18153 -3.34181 0.02 -0.01 0.02 0.000
H -6.01818 0.83153 3.86789 0.02 -0.01 -0.01 0.000
H -6.31104 -3.02578 -4.60177 0.01 0.01 0.02 0.000
H 5.64592 4.92238 1.03925 0.01 0.01 0.04 0.000
C 1.72316 -3.20681 4.07828 0.04 -0.03 -0.04 0.000
C -1.89491 -4.30758 1.99325 -0.01 -0.04 -0.04 -0.003
C 2.04476 -3.79269 2.73740 0.02 0.03 0.11 0.001
H -2.54084 0.32083 -3.39197 -0.06 -0.02 -0.06 0.001
C 3.62739 -5.81916 0.07942 -0.05 0.01 0.06 0.000
N 1.31109 2.53474 0.05418 -0.23 -0.53 0.14 0.001
H -0.52729 -0.91287 2.30261 -0.10 0.10 -0.06 0.000
S 4.52621 5.42100 3.13144 0.00 0.06 0.06 0.000
H -3.65536 -0.48395 -2.68401 0.02 -0.12 0.08 0.002
H 2.30292 -3.69582 4.85952 0.00 0.00 -0.02 0.000
C -2.77872 2.90229 -0.52338 0.05 0.02 -0.04 -0.003
H -0.19184 5.27058 0.27550 -0.02 -0.02 0.04 0.000
C -2.04528 3.89718 -2.99782 0.03 -0.05 0.06 0.005
C -0.59823 3.70451 1.69529 0.04 0.04 0.01 0.001
H -5.39259 -1.49113 4.44591 0.00 -0.01 -0.02 0.000
H 1.94637 -2.13870 4.10897 0.00 -0.01 -0.02 0.000
H -1.75071 4.28602 -3.96510 -0.01 -0.03 0.02 0.000
C 3.76633 -1.58210 -0.15200 -0.14 0.07 0.11 -0.005
C 3.82965 5.34984 -2.29738 0.03 -0.06 0.02 0.000
C 3.21134 3.06982 -1.76206 0.01 0.01 0.03 -0.001
H 4.41486 -5.25450 -0.42325 -0.01 0.00 0.01 0.000
H -0.03281 3.49581 -2.41906 0.03 -0.01 0.02 -0.019
C -1.10126 4.42876 3.94170 0.02 -0.04 -0.09 0.000
H 2.00685 4.66167 1.53633 0.04 0.01 -0.02 0.000
H 5.91744 5.83200 -2.12058 -0.02 -0.02 0.00 0.000
H -3.66918 -7.33007 0.41436 0.00 0.02 0.00 0.000
C -3.16714 -6.48110 0.86394 0.04 0.09 -0.03 0.000
C 4.41072 -1.92906 -1.32550 0.02 0.05 -0.05 0.002
C 2.25637 2.54338 1.20050 -0.11 0.30 -0.14 0.000
S 0.30531 -4.21075 -4.78673 -0.09 -0.08 -0.22 0.019
C -0.44384 5.03568 1.30490 -0.07 0.05 0.05 -0.001
N 1.89232 -4.14359 0.65057 -0.27 0.11 -0.06 -0.004
H 3.08852 1.87375 0.98120 0.00 -0.03 0.02 0.000
H 6.55390 3.54653 -1.41212 -0.01 0.00 0.00 0.000
C -4.30079 -1.82601 2.62521 0.01 0.10 -0.01 -0.002
H -7.24738 -2.05264 -2.52789 0.01 -0.01 0.01 0.000
C 3.54793 3.93350 2.83823 -0.01 -0.02 -0.01 0.000
S -0.74197 -1.79325 -6.13560 -0.04 -0.17 -0.17 0.019
H 4.84893 1.79864 -1.18042 -0.02 0.02 0.00 0.001
H 4.68230 -1.45762 -3.40699 0.00 0.01 0.02 0.002
H 3.71897 -5.24208 3.06483 -0.06 0.03 -0.04 0.000
H -2.49833 -3.39055 -2.69216 -0.01 0.01 0.01 0.013
C -2.64396 -4.10139 0.82829 -0.11 -0.21 0.17 -0.004
H 2.43351 -0.22227 0.82919 0.04 0.08 -0.05 0.001
S 1.06692 -2.78207 -2.34959 0.11 -0.14 0.00 0.271
Ba -0.46832 -0.46782 -0.93016 -0.05 0.29 -0.08 0.086
C 2.78764 0.34538 -1.23389 -0.08 0.09 -0.09 -0.033
C 5.93860 5.03870 2.08351 0.07 0.03 -0.08 0.000
H 3.25024 0.53635 -3.33255 -0.01 0.00 0.01 -0.002
C -5.00294 0.78158 1.97253 0.08 -0.08 -0.03 0.000
C 0.39824 -2.73029 -3.88733 -0.29 0.73 -0.18 0.171
H 2.96251 -6.21659 -0.68850 0.00 0.01 0.04 0.000
C -1.06592 3.45137 -2.11349 -0.08 0.01 0.01 0.013
C -4.34524 -3.27346 -3.76552 0.03 0.03 0.11 0.002
C -0.93619 3.40648 3.00867 0.01 0.05 0.13 0.000
O 0.22339 -0.86016 1.69916 0.20 -0.26 0.12 -0.001
C 4.21196 -1.16889 -2.47533 -0.01 -0.02 0.04 0.019
C -0.60504 6.05202 2.23030 -0.02 -0.05 0.05 0.000
C 2.94014 -0.45575 -0.10203 0.07 0.02 -0.12 0.001
H 4.09052 -6.65517 0.60012 -0.01 0.01 -0.01 0.000
H -1.04692 6.54361 4.27712 -0.01 -0.01 -0.03 0.000
N 1.35983 -3.42569 1.66215 0.30 -0.06 -0.14 0.004
H -2.34258 -7.63254 2.48281 0.01 0.02 -0.02 0.000
C -5.41735 0.24294 3.18482 0.03 -0.05 -0.02 0.000
C -0.92778 5.74680 3.55312 0.01 0.00 -0.08 0.000
H 3.54086 6.34576 -2.60940 0.01 -0.02 0.00 0.000
Ge -2.74887 -2.26838 0.05067 -0.62 -0.82 0.27 0.002
P 1.81778 1.90029 -1.45483 0.38 0.44 0.07 0.016
H 3.49179 4.22722 0.70130 -0.05 0.01 0.00 0.000
H 0.66451 -3.33366 4.31172 0.02 -0.01 -0.02 0.000
C 3.02239 -4.75241 2.40216 -0.03 0.01 0.15 -0.001
H -3.07509 2.52577 0.45102 0.01 -0.02 -0.01 -0.001
H -4.79391 3.29762 -1.11740 0.02 0.00 -0.01 0.000
H -4.05029 -2.84691 2.89406 -0.01 0.01 -0.02 0.000
C -3.86456 -1.30649 1.40293 -0.24 0.16 0.00 0.004
S -0.12930 0.00087 -3.89947 0.26 0.01 -0.70 0.278
H -3.87530 -5.11436 -0.62018 0.00 0.01 0.01 0.000
H -1.37692 -3.46839 2.45143 -0.01 -0.02 -0.02 0.000
C -3.75007 3.34734 -1.40102 0.02 0.01 -0.03 0.000
C -5.39805 -2.18231 -1.43676 0.03 -0.01 -0.12 -0.001
H 1.51238 -4.06383 -0.28316 -0.05 -0.01 0.03 -0.009
H -1.19573 -5.68244 3.49386 -0.01 0.02 -0.02 0.000
C 5.51849 3.78021 -1.62776 -0.06 -0.03 -0.02 0.000
H -5.83209 -1.75759 -0.53709 0.03 -0.01 -0.01 0.000
H 6.63319 5.87528 2.15818 -0.02 -0.03 0.00 0.000
H -5.28231 1.79689 1.70797 0.01 -0.04 -0.01 0.000
H 6.44130 4.13408 2.42829 -0.01 0.02 0.00 0.000
C 2.86598 4.36023 -2.16849 0.04 0.01 -0.03 0.001
C -4.04825 -2.54731 -1.44857 -0.05 -0.09 -0.15 0.008
P -0.37533 2.32394 0.53129 0.17 0.47 -0.17 -0.011
H 4.21623 3.07041 2.92149 -0.03 0.00 0.03 0.000
C -1.78335 -5.55913 2.59011 -0.02 0.07 -0.08 0.000
H 5.05949 -2.79643 -1.35379 -0.03 0.02 -0.01 -0.004
H 0.59364 -1.78082 1.68811 -0.04 -0.03 0.02 0.001
```
Positions in Å, forces in eV/Å.

Frontier orbital gap (spin up / spin down), eV: 6.685 / 4.752
HOMO energy (spin up / spin down), eV: -6.5 / -6.5
Lowest unoccupied orbital energy (spin up / spin down), eV: 0.159 / -1.773
Relative energy (zero: lowest compared OMol25 entry of this formula, charge and spin), kJ/mol: 61.6
Multiplicity: 2


The following DFT total energy values (in hartree) correspond, in order, to the records above: -2930.535437 -7257.481451.